# 1
{"formula": "C4H5MgO2", "method": "wB97M-V/def2-TZVPD", "species": ["H", "O", "C", "C", "C", "H", "H", "H", "C", "O", "Mg", "H"], "coordinates": [[-4.123657, -1.281492, 0.947665], [-3.562162, -0.502633, 0.992145], [-2.519444, -0.638015, 0.048983], [-1.742157, 0.606182, -0.015838], [-0.913298, 1.479954, 0.201155], [-2.916867, -0.855464, -0.957204], [-1.841809, -1.466788, 0.317175], [-0.116717, 2.128039, 0.525717], [-1.985534, 2.867843, -2.022541], [-1.875784, 2.086326, -3.022625], [-1.259428, 3.844462, -3.812832], [-2.918449, 2.790507, -1.416695]], "forces_ev_per_a": [[0.0, -0.1, 0.0], [0.1, 0.3, 0.0], [-0.4, -0.2, -0.7], [2.0, 1.2, 1.2], [-1.2, -1.3, -0.3], [0.1, 0.0, 0.2], [0.0, 0.4, -0.1], [-0.4, -0.1, -0.3], [-0.8, 0.3, -2.5], [0.0, 0.7, 0.7], [-0.1, -0.9, 1.4], [0.8, -0.3, 0.4]], "lumo_energy_ev": [-7.1, -7.1], "fmax_ev_per_a": 2.6, "e_above_lowest_kcal_mol": 71.8, "gap_ev": [5.7223, 5.7178], "total_charge": 1, "homo_ha": [-0.470, -0.470]}

# 2
{"formula": "C54H42Br2HfNO3P2Si", "method": "wB97M-V/def2-TZVPD", "species": ["Hf", "C", "Si", "C", "C", "C", "C", "C", "C", "P", "C", "C", "C", "C", "C", "C", "C", "C", "C", "C", "C", "C", "C", "C", "C", "C", "C", "C", "P", "C", "C", "C", "C", "C", "C", "C", "C", "C", "C", "C", "C", "H", "H", "H", "H", "H", "H", "H", "H", "H", "H", "H", "H", "H", "H", "H", "H", "H", "H", "H", "H", "H", "H", "H", "H", "H", "H", "H", "H", "H", "H", "H", "C", "C", "C", "C", "C", "C", "Br", "C", "C", "Br", "C", "O", "C", "N", "H", "H", "H", "H", "H", "H", "O", "C", "O", "C", "C", "C", "C", "C", "C", "H", "H", "H", "H", "H"], "coordinates": [[0.146313, 0.385084, -0.494830], [-3.362086, 2.071907, -0.872935], [-2.436168, 0.734397, 0.066889], [-2.795237, 1.069640, 1.893470], [-3.945695, 1.778962, 2.273106], [-4.199437, 2.092630, 3.598785], [-3.307689, 1.686735, 4.589143], [-2.173188, 0.974482, 4.239417], [-1.894440, 0.690092, 2.896299], [-0.463524, -0.368132, 2.422963], [-0.997249, -1.870098, 3.324928], [-0.456171, -2.322923, 4.523153], [-1.017280, -3.422281, 5.166195], [-2.119634, -4.069439, 4.624821], [-2.672963, -3.611277, 3.435269], [-2.109322, -2.522148, 2.789084], [0.971279, 0.278878, 3.351882], [2.109702, -0.529634, 3.413986], [3.290978, -0.053509, 3.964911], [3.357777, 1.248878, 4.445722], [2.237669, 2.066793, 4.375197], [1.052877, 1.586595, 3.827266], [-3.309052, -0.874563, -0.540184], [-4.704587, -0.851601, -0.653696], [-5.412361, -1.850099, -1.305183], [-4.732615, -2.916259, -1.881302], [-3.358849, -3.002483, -1.742626], [-2.641334, -2.001179, -1.075486], [-0.856588, -2.262311, -0.736518], [-0.676312, -4.086562, -0.770657], [-1.160335, -4.805842, 0.322953], [-1.137495, -6.191547, 0.318775], [-0.615985, -6.873395, -0.772916], [-0.106518, -6.162761, -1.850677], [-0.127635, -4.771890, -1.851441], [0.058937, -1.921227, -2.295919], [1.450562, -1.884643, -2.164934], [2.265535, -1.710202, -3.282874], [1.685496, -1.582468, -4.530853], [0.293054, -1.643225, -4.671668], [-0.514356, -1.805255, -3.567588], [-4.432652, 1.855108, -0.936000], [-3.251609, 3.056411, -0.406200], [-2.981220, 2.134267, -1.899141], [-4.659884, 2.090755, 1.513283], [-5.097146, 2.640723, 3.866220], [-3.503435, 1.917719, 5.630642], [-1.498364, 0.632217, 5.017362], [0.393044, -1.823014, 4.969437], [-0.590872, -3.767491, 6.100852], [-2.554122, -4.921731, 5.134075], [-3.546346, -4.099696, 3.015833], [-2.566679, -2.140181, 1.878184], [2.076792, -1.538152, 3.011580], [4.163071, -0.695757, 4.007136], [4.282016, 1.626714, 4.868235], [2.284109, 3.084582, 4.746811], [0.193018, 2.241847, 3.763434], [-5.259194, -0.028140, -0.211695], [-6.493899, -1.794623, -1.369053], [-5.270937, -3.689231, -2.417833], [-2.843951, -3.870223, -2.141772], [-1.560381, -4.285624, 1.181427], [-1.520396, -6.738835, 1.173214], [-0.599708, -7.956756, -0.780222], [0.314240, -6.688647, -2.700325], [0.279549, -4.239019, -2.699996], [1.897472, -2.076033, -1.201293], [3.342576, -1.683190, -3.166252], [2.308170, -1.444918, -5.407237], [-0.152841, -1.558483, -5.657484], [-1.592795, -1.841174, -3.677403], [-0.742532, 3.822694, 0.689125], [0.708237, 3.478273, 0.821826], [1.667134, 4.469692, 1.109908], [2.994071, 4.156985, 1.195464], [3.428985, 2.824810, 1.009809], [4.776488, 2.395859, 1.060484], [6.160207, 3.631023, 1.415387], [5.092750, 1.089954, 0.861548], [4.069166, 0.157379, 0.616533], [4.517325, -1.656985, 0.382702], [2.749153, 0.516789, 0.575740], [1.760238, -0.355305, 0.374614], [2.416582, 1.887265, 0.766362], [1.075521, 2.219917, 0.659503], [-0.919819, 4.869009, 0.928623], [-1.345578, 3.200583, 1.354333], [-1.084368, 3.646353, -0.333781], [1.332022, 5.491176, 1.242844], [3.726427, 4.928115, 1.403632], [6.121298, 0.760570, 0.895096], [-0.466750, 0.895532, -2.395693], [0.675469, 1.368063, -2.802544], [1.616552, 1.348462, -1.959142], [0.828859, 1.925320, -4.147901], [-0.223595, 1.860295, -5.055687], [-0.056440, 2.377477, -6.329236], [1.156415, 2.962752, -6.684135], [2.200772, 3.037842, -5.767763], [2.038699, 2.514799, -4.495611], [-1.160200, 1.405701, -4.755334], [-0.867115, 2.329772, -7.045139], [1.287979, 3.363981, -7.682934], [3.137268, 3.506188, -6.046531], [2.841334, 2.552358, -3.768175]], "forces_ev_per_a": [[0.3, -0.6, 1.0], [-0.2, 0.2, -0.3], [-0.5, -0.2, 0.2], [-0.1, 0.1, 0.1], [0.0, 0.0, 0.0], [0.0, 0.0, 0.0], [0.0, 0.0, 0.0], [0.1, 0.0, -0.1], [-0.1, -0.1, 0.2], [-0.4, 0.8, 0.2], [0.1, -0.1, -0.2], [0.0, -0.1, 0.0], [0.0, 0.0, 0.0], [0.0, 0.0, 0.0], [0.0, 0.0, 0.0], [-0.1, 0.1, 0.0], [0.1, -0.1, -0.1], [0.0, -0.1, 0.1], [0.0, 0.0, 0.0], [0.0, 0.0, 0.0], [0.0, 0.0, -0.1], [0.0, 0.0, 0.0], [0.1, -0.2, -0.2], [0.0, 0.0, 0.0], [0.0, 0.0, 0.0], [-0.1, 0.0, 0.0], [0.1, 0.0, 0.1], [-0.1, -0.1, 0.2], [-0.3, 0.1, -1.1], [0.1, 0.0, 0.6], [0.0, -0.1, -0.1], [0.0, 0.0, 0.0], [0.0, 0.0, 0.0], [0.0, 0.0, 0.0], [0.0, -0.1, 0.0], [0.0, 0.1, 0.0], [-0.1, -0.2, -0.2], [-0.1, 0.0, 0.0], [-0.1, 0.0, -0.1], [0.2, 0.0, -0.2], [-0.2, 0.0, 0.2], [0.1, 0.1, 0.0], [0.0, -0.1, -0.1], [-0.1, 0.0, 0.1], [0.1, 0.0, 0.1], [0.1, 0.0, 0.0], [0.0, 0.0, -0.1], [0.0, 0.0, 0.0], [0.0, 0.0, 0.0], [0.0, 0.0, -0.1], [0.0, 0.1, 0.0], [0.1, 0.0, 0.0], [0.0, -0.1, 0.0], [0.0, 0.0, 0.0], [0.0, 0.0, 0.0], [-0.1, 0.0, 0.0], [0.0, -0.1, 0.0], [0.0, 0.0, 0.0], [0.0, -0.1, -0.1], [0.1, 0.0, 0.0], [0.0, 0.0, 0.1], [0.0, 0.1, 0.0], [0.0, 0.0, 0.0], [0.0, 0.0, -0.1], [0.0, 0.1, 0.0], [0.0, 0.0, 0.1], [0.0, -0.1, 0.0], [0.1, 0.1, 0.1], [-0.1, 0.0, 0.0], [0.0, 0.0, 0.0], [0.1, 0.0, 0.1], [0.0, 0.0, 0.0], [0.1, 0.0, 0.0], [-0.1, 0.0, 0.1], [0.0, 0.1, 0.1], [0.0, 0.1, 0.0], [-0.3, 0.4, 0.1], [0.0, 0.1, 0.0], [0.0, 0.0, 0.0], [0.0, -0.2, 0.0], [0.2, -0.1, 0.0], [0.0, 0.0, 0.0], [-0.2, -0.2, 0.0], [1.4, 0.0, 0.6], [0.0, -0.2, 0.0], [0.5, -0.5, -0.3], [0.0, 0.0, 0.0], [0.0, 0.0, 0.0], [0.0, 0.0, 0.0], [0.0, -0.1, 0.0], [-0.1, 0.0, 0.0], [0.0, 0.0, 0.0], [-0.1, 0.7, -1.2], [-0.1, 0.1, 0.2], [-0.4, -0.1, -0.1], [0.0, -0.1, 0.1], [-0.1, 0.0, -0.1], [0.1, 0.0, 0.0], [0.0, 0.0, 0.0], [0.0, 0.0, 0.0], [0.2, 0.0, -0.1], [0.1, 0.0, 0.0], [0.0, 0.0, 0.0], [0.0, 0.0, 0.1], [-0.1, 0.0, 0.0], [-0.1, 0.0, 0.0]], "lumo_energy_ev": -3.0, "fmax_ev_per_a": 1.5, "e_above_lowest_kcal_mol": 26.8, "gap_ev": 6.8784, "total_charge": 1, "homo_ha": -0.363}